# C26H27ClN3O11P

A cluster of 4 separate species, C26H27ClN3O11P in total in a non-equilibrium geometry (ωB97M-V/def2-TZVPD, the OMol25 dataset).

The geometry in XYZ format:
```
69
C26H27ClN3O11P ωB97M-V/def2-TZVPD
C 4.3290 2.6432 -2.8085
C 3.2136 2.8328 -1.8113
O 3.3687 3.0096 -0.6385
O 1.9756 2.7782 -2.3893
C 0.9346 3.6060 -1.8553
C 0.6574 4.7914 -2.8100
P -1.1219 5.2837 -3.0519
C -1.8728 3.7269 -3.6347
C -1.7743 5.3804 -1.3345
O 1.2015 4.4736 -4.1250
C 2.4801 4.9091 -4.1748
O 3.1851 4.8175 -5.1010
O 2.8229 5.4869 -2.9766
C 1.5472 6.0071 -2.5233
Cl 1.6271 6.6517 -0.9152
H 3.9598 2.4725 -3.8247
H 4.9528 3.5472 -2.7879
H 4.9543 1.7945 -2.5036
H 0.0290 2.9975 -1.7332
H 1.2196 3.9723 -0.8578
H -1.6046 2.8286 -3.0583
H -1.6393 3.5820 -4.6997
H -2.9601 3.8797 -3.5387
H -2.3750 6.2993 -1.2677
H -1.0035 5.4334 -0.5544
H -2.4109 4.5195 -1.0993
H 1.2537 6.8076 -3.2231
C 5.5187 -1.9639 -0.4072
C 4.9824 -3.0357 -1.1100
C 3.6084 -3.1980 -1.1883
C 2.8005 -2.2655 -0.5627
C 3.3086 -1.1855 0.1352
C 4.6848 -1.0455 0.2170
N 1.3397 -2.4390 -0.6197
O 0.8994 -3.4309 -1.1696
O 0.6632 -1.5900 -0.0741
H 6.5926 -1.8455 -0.3439
H 5.6339 -3.7510 -1.5933
H 3.1693 -4.0289 -1.7195
H 2.6458 -0.4790 0.6153
H 5.1003 -0.2161 0.7734
C -3.1167 -0.9836 3.0570
C -2.1211 -1.0266 2.0911
C -1.9394 0.0364 1.2228
C -2.7748 1.1317 1.3441
C -3.7710 1.2038 2.3042
C -3.9398 0.1301 3.1633
N -2.6124 2.2674 0.4243
O -1.8067 2.1696 -0.4867
O -3.3107 3.2448 0.6157
H -3.2504 -1.8195 3.7295
H -1.4757 -1.8910 2.0076
H -1.1591 0.0081 0.4764
H -4.4040 2.0760 2.3658
H -4.7194 0.1598 3.9124
C -1.4223 -7.8474 3.1869
C -1.6106 -6.8026 2.2912
C -2.5298 -5.8039 2.5712
C -3.2419 -5.8781 3.7550
C -3.0745 -6.9088 4.6616
C -2.1532 -7.9014 4.3668
N -4.2111 -4.8103 4.0652
O -4.3472 -3.9233 3.2416
O -4.8083 -4.8714 5.1211
H -0.7019 -8.6237 2.9642
H -1.0421 -6.7622 1.3718
H -2.6942 -4.9847 1.8870
H -3.6524 -6.9296 5.5735
H -2.0060 -8.7174 5.0613
```

Properties
Multiplicity = 1
Calculated total energy = -76196.0704 eV
Largest force on an atom = 1.66 eV Å⁻¹
Kohn-Sham gap = 8.023 eV
LUMO level = -0.716 eV

Here are the natural (NBO) charges for atoms 1 to 8, given in e:
1. C -0.734
2. C 0.817
3. O -0.588
4. O -0.534
5. C -0.133
6. C -0.067
7. P 0.804
8. C -0.946